[1]
A molecular structure, C17H27O13Rb, computed with ωB97M-V with the def2-TZVPD basis set.

```
58
Properties=species:S:1:pos:R:3:forces:R:3
Rb 7.77869 1.08361 -1.26403 -0.29 -0.08 0.00
C 1.98988 0.02743 -0.99783 -2.16 -2.24 -1.77
O 1.43651 -0.90820 -1.91766 1.16 1.18 1.62
H 2.84043 0.52253 -1.46638 0.76 0.81 -0.03
H 1.21328 0.72838 -0.69177 -0.12 1.05 -0.18
H 2.27942 -0.35358 -0.01849 0.68 -0.69 0.44
C 1.80423 -5.74559 3.77491 -0.13 0.74 -0.32
C 2.02677 -6.90636 2.78130 0.98 1.46 2.49
C 3.55614 -7.23472 2.71236 -2.46 -1.12 0.24
O 3.59836 -8.36181 3.59454 1.22 0.09 0.42
C 2.40157 -8.86880 3.88040 -0.40 -4.16 -0.10
O 2.26983 -9.99896 4.38366 0.00 3.91 -0.97
O 1.41535 -8.13259 3.33043 0.54 1.01 -0.75
H 2.47270 -4.93141 3.49500 -0.11 0.21 -0.55
H 2.05296 -5.81149 4.83411 -0.09 -1.10 0.02
H 0.78751 -5.36039 3.69750 -0.02 -0.07 0.07
H 1.66169 -6.50731 1.83495 -0.48 -1.09 -0.11
H 4.20979 -6.46826 3.12876 -0.07 -0.05 -0.56
H 3.70058 -7.58910 1.69175 0.99 0.19 0.09
C -4.70100 2.50165 -1.49711 0.18 -0.86 1.32
C -4.20943 0.96888 -1.61707 -3.34 2.95 -1.36
C -5.35848 0.03973 -1.19311 0.64 0.94 2.41
O -5.50223 -0.95264 -2.16482 0.51 0.37 -0.67
C -4.83279 -0.53533 -3.26611 1.69 -1.44 -3.07
O -4.72706 -1.20122 -4.30623 -0.65 2.69 3.54
O -4.19067 0.70173 -3.03369 0.07 -2.25 0.00
H -4.74420 2.72715 -0.43156 0.56 0.09 0.36
H -5.74632 2.71713 -1.71842 -0.08 -0.78 -0.84
H -4.12343 3.29773 -1.96696 0.44 -0.55 -0.14
H -3.33728 0.81383 -0.98191 0.54 -0.22 -1.01
H -6.29632 0.54785 -0.96868 -0.11 0.09 -0.55
H -5.00259 -0.30886 -0.22361 -0.43 -1.06 -0.05
C -2.51377 0.24900 4.92614 0.88 1.14 0.32
C -1.70596 1.60601 5.05350 -0.93 -0.41 -1.76
C -2.38624 2.83240 5.62413 -3.26 -1.96 -0.61
O -1.77971 3.09272 6.83495 1.60 1.27 1.14
C -0.69474 2.27253 7.00487 0.29 0.15 2.54
O 0.04485 2.25424 7.99326 -2.16 0.13 -3.41
O -0.71925 1.42774 5.97677 3.65 -1.60 1.28
H -1.99039 -0.45101 4.27486 -0.05 0.25 -0.25
H -3.53314 0.41441 4.57738 0.06 -0.05 0.03
H -2.48558 -0.23200 5.90386 -0.41 0.18 0.14
H -1.28554 1.88289 4.08671 0.34 -0.36 -0.09
H -3.34852 2.38351 5.87036 -0.72 0.78 0.17
H -2.58971 3.62314 4.90203 0.74 0.47 0.50
C 3.20858 5.73107 -5.56409 -1.16 -0.55 0.66
C 3.40790 4.74914 -6.67313 0.67 0.91 -0.17
C 3.20738 3.26829 -6.51312 -0.47 -0.58 1.10
O 2.36940 2.93755 -7.59169 -0.68 -0.66 -1.01
C 1.90760 4.01320 -8.25273 -1.95 1.23 -1.69
O 1.07508 4.02052 -9.16881 3.05 -0.12 3.14
O 2.47238 5.16118 -7.68569 0.07 -1.73 -1.11
H 3.74499 5.39198 -4.67787 0.22 0.58 0.06
H 2.14352 5.72280 -5.33241 -0.14 -0.29 0.34
H 3.33138 6.76821 -5.87612 0.86 -0.19 0.05
H 4.46133 4.71260 -6.95070 0.05 1.30 -1.04
H 2.77429 2.92422 -5.57390 -0.47 0.18 0.02
H 4.15973 2.74269 -6.58298 -0.09 -0.10 -0.36
```
Positions in Å, forces in eV/Å.

- HOMO-LUMO gap (eV) = 2.32
- highest occupied orbital energy (Ha) = -0.1795
- energy relative to the best compared isomer or geometry (same formula, charge and spin) (kcal per mole) = 158.8

[2]
A molecular structure, C2H8InN4O2, computed with ωB97M-V with the def2-TZVPD basis set.

```
17
Properties=species:S:1:pos:R:3:forces:R:3
In -11.68210 -1.30546 -10.49557 -0.01 0.13 0.18
C -14.77841 0.92707 -16.00023 -0.73 1.80 -1.90
O -14.34186 0.42559 -15.00247 1.50 -1.89 3.37
N -14.15703 0.92674 -17.14625 2.12 -1.00 -2.35
N -15.85676 1.68129 -15.97593 -2.37 1.26 0.51
H -14.59595 1.20689 -18.01168 -0.01 -0.06 -0.07
H -13.24021 0.50950 -17.22008 -0.04 -0.15 -0.02
H -16.31276 1.94300 -15.11356 -0.26 -0.28 0.12
H -16.03199 2.24761 -16.79366 -0.32 0.42 0.17
C -8.31743 -7.16272 -10.80751 -0.01 2.03 1.79
O -8.60302 -5.98380 -10.58935 -0.37 0.64 0.31
N -8.12319 -8.06170 -9.90138 0.61 -0.55 2.11
N -8.34563 -7.63417 -11.99238 -0.54 -0.38 -5.00
H -8.10589 -9.01374 -10.23815 -0.04 -0.51 1.16
H -8.20170 -7.67608 -8.97120 0.25 -1.06 0.84
H -8.53316 -8.60475 -12.19950 -0.10 -0.21 -0.21
H -8.67571 -6.93558 -12.64287 0.30 -0.18 -1.01
```
Positions in Å, forces in eV/Å.

- HOMO-LUMO gap (eV) = 1.29
- charge = +3
- highest occupied orbital energy (Ha) = -0.6797
- energy relative to the best compared isomer or geometry (same formula, charge and spin) (kcal per mole) = 27.9

[3]
C3H3FS2 in the gas phase, computed with ωB97M-V with the def2-TZVPD basis set.

```
9
Properties=species:S:1:pos:R:3:forces:R:3
F 2.70878 -0.41850 -0.05808 0.51 -0.32 -0.12
C 1.50517 0.14144 0.04848 1.19 -1.02 0.06
C 0.45003 -0.61175 0.05316 -1.50 -1.18 -0.05
C -0.96379 -0.17057 0.11622 0.17 -1.10 -1.06
S -2.06463 -1.39497 -0.01374 0.05 1.08 0.35
S -1.28032 1.56490 -0.01284 0.12 -0.64 0.26
H 1.61719 1.15349 0.15526 -0.18 2.51 0.20
H 0.62767 -1.69304 -0.09208 -0.35 0.71 0.27
H -2.60010 1.42901 -0.19638 -0.01 -0.04 0.09
```
Positions in Å, forces in eV/Å.

- HOMO-LUMO gap (eV) = 8.14
- highest occupied orbital energy (Ha) = -0.3296
- energy relative to the best compared isomer or geometry (same formula, charge and spin) (kcal per mole) = 8.6

[4]
2 unconnected molecules or ions with the total composition C4H11N2O, computed with ωB97M-V with the def2-TZVPD basis set.

```
18
Properties=species:S:1:pos:R:3:forces:R:3
N 2.04652 0.76138 -0.72644 1.06 -0.16 -0.40
C 0.93096 -0.01305 -1.10403 0.46 -0.93 -1.03
C 0.67921 -1.09023 -0.08293 -1.08 -1.19 0.57
N -0.06392 -0.83435 1.17253 -0.17 3.55 -0.50
C -1.49126 -0.53119 1.01582 0.54 -2.60 1.92
C -1.80585 0.61775 0.07075 -1.61 -1.75 -4.40
O -2.18861 0.45191 -1.05881 0.97 1.28 3.34
H -0.15552 1.96286 0.99628 -1.02 -0.85 -0.29
H 1.79468 1.36220 0.02470 0.36 0.98 0.32
H 2.59267 1.19339 -1.47207 -0.49 0.09 0.51
H 0.08378 0.53221 -1.46028 -0.77 0.46 0.16
H 1.11695 -0.69655 -1.94597 0.65 0.55 -0.13
H 1.66710 -1.56807 0.07158 -0.79 0.12 0.44
H -0.03451 -1.74197 -0.55235 0.11 -0.96 -0.48
H 0.45013 -0.28203 1.89583 -0.62 -0.69 -0.38
H -2.01253 -1.44379 0.59941 0.60 1.04 0.19
H -1.95460 -0.32171 2.00123 0.42 0.05 -0.46
H -1.65520 1.64126 0.55475 1.40 1.01 0.63
```
Positions in Å, forces in eV/Å.

- HOMO-LUMO gap (eV) = 4.60
- charge = +1
- highest occupied orbital energy (Ha) = -0.4894
- energy relative to the best compared isomer or geometry (same formula, charge and spin) (kcal per mole) = 191.8

[5]
A molecular structure, C6H8N, computed with ωB97M-V with the def2-TZVPD basis set.

```
15
Properties=species:S:1:pos:R:3:forces:R:3
C -0.84885 0.45529 -0.71621 -0.78 1.87 -0.69
C -1.08642 -0.58550 0.85484 1.01 -0.82 0.22
C -1.72405 -1.40614 1.67057 2.68 0.26 2.26
C 0.39118 0.02045 0.74033 0.65 -3.90 -2.62
C 0.43183 1.01474 -0.54744 0.25 -1.40 -1.30
C 1.42268 0.66508 -1.68910 0.81 1.62 2.32
N -1.81612 -0.14532 -0.38298 -0.23 -0.17 -0.13
H -2.70198 -1.62630 1.48999 -2.56 -0.59 -0.85
H -1.38509 -1.84901 2.67151 0.17 0.99 -1.77
H 0.59266 0.47986 1.61856 1.06 1.71 2.54
H 1.21192 -0.78856 0.43606 -1.98 1.44 1.11
H 0.60819 2.03337 -0.33230 -0.83 1.14 0.76
H 1.04600 0.01223 -2.35990 -1.47 -2.47 -1.97
H 2.22844 0.16030 -1.15395 0.67 0.59 -0.66
H 1.62963 1.55952 -2.30000 0.53 -0.27 0.79
```
Positions in Å, forces in eV/Å.

- HOMO-LUMO gap (eV) = 9.68
- charge = +1
- highest occupied orbital energy (Ha) = -0.5492
- energy relative to the best compared isomer or geometry (same formula, charge and spin) (kcal per mole) = 135.2

[6]
A molecular structure, C19H40LaNP3S, computed with ωB97M-V with the def2-TZVPD basis set.

```
65
Properties=species:S:1:pos:R:3:forces:R:3
La -0.52844 -0.35118 0.35173 0.74 2.80 0.54
P 1.78428 1.01306 1.75340 0.87 0.46 0.90
P -2.05884 2.12463 1.38581 -1.07 0.75 0.33
P 0.74223 1.73269 -1.30628 0.08 0.30 -0.96
H 0.08668 -5.23430 1.11292 0.24 0.00 -0.30
C 0.90576 -5.15920 0.39059 0.53 0.40 0.09
C 2.08242 -4.60024 0.72431 -0.48 0.17 -0.29
H 2.23727 -4.14123 1.71190 0.03 -0.41 -0.42
C 2.15849 0.34784 3.41962 -0.04 -0.31 0.03
C 1.66594 2.79354 2.19846 -0.32 0.03 -0.26
C 3.47109 0.93452 1.03026 -0.13 -0.25 -0.27
C -3.74264 1.69652 0.78435 0.17 -0.23 -0.18
C -2.42327 2.32426 3.17375 0.35 -0.28 0.21
C -1.92352 3.88094 0.86415 0.49 -0.13 -0.24
C 1.91211 0.70610 -2.28376 0.04 -0.09 0.12
C 1.50168 3.38983 -1.39443 0.01 0.21 0.31
C -0.63510 1.91674 -2.51219 -0.01 0.06 0.08
H 0.76132 -5.60308 -0.60028 0.00 0.03 0.45
H 2.92672 -4.58650 0.01723 -0.44 0.00 0.45
H 2.10437 -0.74783 3.40952 0.13 0.18 0.12
H 1.45043 0.73780 4.16255 0.19 -0.07 -0.16
H 3.17894 0.65189 3.69054 -0.34 -0.11 0.13
H 0.83950 2.93520 2.91050 0.27 0.03 -0.19
H 1.48418 3.41667 1.31195 0.08 -0.14 0.32
H 2.61137 3.10178 2.67088 -0.32 -0.09 -0.12
H 3.69456 -0.10865 0.76291 0.11 0.31 0.04
H 4.18267 1.27167 1.79851 -0.17 -0.06 -0.33
H 3.56892 1.56195 0.13334 0.00 -0.19 0.32
H -4.41673 2.54151 0.97983 0.08 -0.30 -0.08
H -4.10569 0.80298 1.31220 -0.03 0.24 -0.14
H -3.72484 1.48546 -0.29450 -0.16 0.12 0.21
H -3.30461 2.96355 3.34046 0.32 -0.18 -0.19
H -1.55675 2.76643 3.68372 -0.25 -0.06 -0.05
H -2.62111 1.33764 3.61430 -0.03 0.25 -0.03
H -2.81197 4.45743 1.16386 0.25 -0.31 -0.04
H -1.81387 3.93216 -0.22716 -0.07 0.09 0.25
H -1.03106 4.32773 1.32373 -0.25 -0.04 -0.13
H 1.82074 1.00176 -3.33692 0.22 -0.15 0.20
H 1.69000 -0.36861 -2.19600 0.09 0.28 -0.12
H 2.93573 0.87298 -1.92807 -0.20 -0.06 -0.19
H 1.64141 3.67156 -2.44911 -0.03 -0.11 0.31
H 2.47350 3.40924 -0.88111 -0.26 -0.01 -0.21
H 0.84581 4.12729 -0.90793 0.19 -0.18 -0.21
H -0.15887 2.05656 -3.49209 -0.43 0.08 0.11
H -1.24495 2.79230 -2.24627 0.15 -0.25 -0.22
H -1.28659 1.02968 -2.55400 0.17 0.30 -0.08
C -0.97452 -2.65736 -3.28144 0.48 -1.51 -1.68
C -1.91379 -2.44381 -4.31943 -0.37 0.11 0.75
C -1.90511 -3.23646 -5.47150 0.38 0.13 0.29
C -0.92156 -4.21897 -5.64285 -0.06 0.37 0.38
C 0.06427 -4.38370 -4.66380 -0.27 0.31 0.30
C 0.03880 -3.60932 -3.49504 0.11 -0.08 0.05
S -1.02957 -1.70505 -1.81542 0.03 -0.57 0.08
H -0.59311 -2.36994 -0.58843 -0.72 -1.19 -2.39
H -2.66316 -1.66695 -4.19146 -0.07 -0.21 -0.12
H -2.66545 -3.08568 -6.23977 0.24 0.05 0.30
H -0.92230 -4.83602 -6.53929 0.03 0.12 0.22
H 0.84524 -5.12887 -4.80369 -0.15 0.21 0.11
H 0.79607 -3.75044 -2.72896 -0.02 -0.11 -0.13
C -0.88273 -0.94923 5.00813 0.03 0.21 1.00
C -0.93511 -1.14588 3.59397 -0.61 -0.64 -3.05
N -1.05878 -1.32755 2.43530 0.22 0.00 4.37
H -0.02609 -1.48156 5.45113 -0.21 0.15 -0.21
H -1.80481 -1.34376 5.46276 0.19 0.03 -0.18
H -0.81754 0.12748 5.25265 0.03 -0.46 -0.18
```
Positions in Å, forces in eV/Å.

- HOMO-LUMO gap (eV) = 7.19
- charge = +3
- highest occupied orbital energy (Ha) = -0.6276

[7]
3 unconnected molecules or ions with the total composition C4H12NO5, computed with ωB97M-V with the def2-TZVPD basis set.

```
22
Properties=species:S:1:pos:R:3:forces:R:3
C 2.79422 -0.59438 0.22577 1.96 1.57 2.53
C 1.44466 -0.82370 -0.30007 -2.15 1.22 -1.54
C 1.28020 -2.08321 -1.11807 -4.51 2.74 1.22
O 0.28252 -1.57038 -2.05219 -1.37 -2.33 -0.91
N 0.33335 -0.67808 0.65253 1.51 -0.54 -0.23
C -1.06858 -0.31744 0.44977 1.87 2.02 5.99
O -1.71389 -0.53749 -0.52225 -1.28 -0.96 -3.47
O -1.46670 0.27727 1.53729 0.01 -0.52 -1.28
H 3.22467 -1.39067 0.88998 -0.32 0.58 -0.62
H 3.53994 -0.21980 -0.47384 0.02 -1.14 -0.91
H 2.85877 0.37923 0.78805 -0.72 -0.92 0.41
H 1.29275 -0.01382 -1.13040 0.30 -1.20 1.47
H 1.09456 -3.00823 -0.60595 -0.58 -0.29 0.41
H 2.06364 -2.15364 -1.68670 4.77 -0.96 -3.25
H -0.65863 -1.85611 -1.90159 1.47 0.57 0.52
H 0.66788 -0.75036 1.61250 -0.86 0.48 -0.39
H -0.37586 2.83330 1.16629 -1.46 0.01 -0.38
H 0.84338 2.08931 1.37288 0.26 -0.39 0.11
O 0.52802 2.99404 1.37320 1.14 0.24 0.22
H -2.24146 1.63743 -0.91583 -0.03 -0.28 0.64
H -2.39699 2.01430 0.59402 0.06 -0.73 -0.50
O -2.49858 2.34880 -0.31373 -0.08 0.81 -0.03
```
Positions in Å, forces in eV/Å.

- HOMO-LUMO gap (eV) = 7.73
- charge = -1
- highest occupied orbital energy (Ha) = -0.1587
- energy relative to the best compared isomer or geometry (same formula, charge and spin) (kcal per mole) = 29.3

[8]
2 unconnected molecules or ions with the total composition C9H18N2O7, computed with ωB97M-V with the def2-TZVPD basis set.

```
36
Properties=species:S:1:pos:R:3:forces:R:3
C -1.66443 -0.76698 -5.41584 0.83 2.22 1.08
C -0.84027 -0.49865 -4.14996 -2.04 1.13 -1.15
O -0.40440 0.84001 -4.18234 0.12 0.86 0.27
C -1.62639 -0.72460 -2.87285 -0.20 -0.33 -0.78
N -2.71525 0.21923 -2.78547 1.46 0.81 -1.09
C -0.60672 -0.72220 -1.78568 4.08 -1.61 1.03
O 0.48719 -1.34413 -1.83184 -3.45 1.48 0.06
O -0.87930 0.05062 -0.72500 -1.47 0.10 -0.76
H -1.14342 -0.27557 -6.21080 0.51 -0.11 -0.75
H -2.63158 -0.29212 -5.40206 -0.48 0.12 0.48
H -1.77291 -1.76765 -5.58075 -0.31 -2.76 -0.67
H 0.06194 -0.99326 -4.09842 1.64 -1.79 -0.15
H -1.15765 1.35842 -4.46643 -0.17 0.41 -0.05
H -2.13814 -1.68295 -2.90594 0.51 -0.56 0.03
H -2.32271 1.06923 -2.42780 0.07 0.81 -0.01
H -3.24005 -0.10674 -2.04887 -2.05 -0.66 1.91
H -0.27036 -0.16439 -0.02973 0.89 -0.08 0.32
N 1.09813 2.64947 2.97244 4.18 1.66 1.12
C 1.84019 1.41911 2.83803 0.34 0.51 -0.24
C 0.92519 0.28375 3.41542 1.54 -1.66 -0.53
C -0.26981 -0.02275 2.45369 0.49 -2.89 5.77
C -1.09505 -1.20651 3.09524 -0.67 -0.62 -0.41
O -2.18989 -1.30606 3.65695 3.33 0.82 -1.50
O -0.25920 -2.30531 2.87941 0.53 5.26 -3.50
C 2.52526 1.24594 1.40805 -0.36 -1.24 -0.63
O 2.35320 1.65604 0.26734 -0.71 0.20 2.33
O 3.52356 0.36439 1.62369 -0.52 0.24 1.54
H 1.68855 3.40274 2.53185 -0.91 -0.75 0.83
H 0.34234 2.60965 2.41590 -3.54 -0.08 -2.32
H 2.76666 1.53217 3.43340 -0.63 -0.35 0.15
H 0.66938 0.56561 4.45671 -0.10 -0.02 -0.77
H 1.47940 -0.73357 3.45486 -0.55 1.87 0.11
H 0.22955 -0.32184 1.64484 1.52 -1.77 -3.33
H -0.79609 0.77464 2.25513 -3.18 4.15 -0.85
H -0.45812 -2.90658 3.48105 -1.70 -4.82 4.20
H 3.83588 0.16415 0.76597 0.99 -0.54 -1.73
```
Positions in Å, forces in eV/Å.

- HOMO-LUMO gap (eV) = 10.39
- highest occupied orbital energy (Ha) = -0.3637
- energy relative to the best compared isomer or geometry (same formula, charge and spin) (kcal per mole) = 60.3

[9]
2 unconnected molecules or ions with the total composition C6H12ClNO5, computed with ωB97M-V with the def2-TZVPD basis set.

```
25
Properties=species:S:1:pos:R:3:forces:R:3
C 0.71841 0.80536 -2.97915 -0.58 -0.18 0.31
C -0.55897 0.54248 -2.15563 0.20 -0.17 -0.35
C 1.15196 -0.89038 -0.17156 0.03 -0.02 -0.31
C 0.45810 0.97250 1.47457 -0.08 -0.19 0.00
C -2.01522 -1.36297 1.10139 0.33 0.74 -0.24
C 0.34951 0.33686 0.11896 -1.43 -0.67 0.75
N -0.41483 0.97064 -0.79002 0.31 0.17 0.40
O 0.91695 0.28017 -4.03238 0.03 0.01 -0.07
O 1.57847 1.66769 -2.43490 0.50 0.33 -0.02
O 1.04901 -1.81430 0.87793 0.19 -0.37 0.25
O 1.45863 1.98417 1.46526 0.34 0.31 -0.10
O -2.06886 -2.57783 0.48418 0.09 -0.38 -0.23
Cl -2.97113 -0.10935 0.25100 -0.31 -0.07 0.09
H -0.80271 -0.52253 -2.23523 0.02 0.14 -0.02
H -1.37584 1.09730 -2.62170 0.08 -0.03 0.07
H 2.22192 -0.65002 -0.24459 -0.11 0.00 -0.08
H 0.84484 -1.34341 -1.12235 0.12 0.14 0.00
H 0.67584 0.20958 2.22795 -0.11 0.10 -0.17
H -0.47443 1.47951 1.73711 0.03 -0.11 -0.03
H -2.31913 -1.33960 2.14815 0.07 -0.02 -0.05
H 1.27753 2.00276 -1.57285 -0.13 -0.18 -0.19
H -1.15132 1.55660 -0.40909 0.21 -0.06 -0.10
H 0.10515 -2.03479 0.99004 0.16 0.26 -0.07
H 2.32523 1.56717 1.52771 -0.06 0.03 0.04
H -2.92590 -3.02960 0.56208 0.09 0.22 0.11
```
Positions in Å, forces in eV/Å.

- HOMO-LUMO gap (alpha / beta) (eV) = 5.89 / 8.38
- highest occupied orbital energy (alpha / beta) (Ha) = -0.2488 / -0.3045
- energy relative to the best compared isomer or geometry (same formula, charge and spin) (kcal per mole) = 37.3